1.
This record from OMol25 describes an isolated ion of composition C11H15BrF2INO2PS and charge +1. The level of theory is ωB97M-V/def2-TZVPD.

The geometry in XYZ format:
```
35
Properties=species:S:1:pos:R:3:forces:R:3
C 1.853360 2.066559 -1.748034 -0.24 -0.17 0.36
H 2.032852 -1.692662 0.178705 0.03 -0.11 -0.16
H 2.672975 1.671604 -1.154096 0.16 -0.13 0.03
H -3.416920 -2.427668 -0.977465 -0.38 0.07 -0.14
H 2.383329 -2.121747 2.622489 -0.05 0.00 0.20
O -4.336271 1.156038 -2.675438 0.13 -0.02 -0.25
Br -0.280358 -2.064900 1.590525 -0.37 -0.20 -0.16
C -1.957856 -0.936843 -0.382181 0.18 0.08 0.05
H 3.850397 -2.422367 1.730999 0.13 -0.12 -0.01
C -2.332591 0.111432 -1.249180 0.78 -0.11 0.39
C -1.473921 1.204079 -1.442747 -0.10 0.05 -0.07
H 3.430505 -0.615296 0.194288 0.04 0.07 -0.31
C -0.768607 -0.760367 0.338422 -0.40 -0.09 -0.26
H 3.716048 -0.943828 2.644304 0.00 0.13 0.18
C 0.670024 2.440479 -0.845902 0.22 0.14 -0.20
H -3.222745 -2.205229 0.771153 -0.22 -0.13 0.10
F -3.518255 -1.051378 -3.132913 0.15 -0.35 -0.41
H -2.012667 -3.045936 -0.205485 0.16 -0.15 0.19
H 1.538501 1.325899 -2.480717 0.06 -0.05 -0.26
C 1.056329 0.453140 2.912646 -0.22 -0.66 -0.74
H 1.067653 -0.556241 3.297459 0.07 0.03 0.31
F 2.292996 3.185956 -2.391914 0.11 0.30 -0.20
H 1.009391 2.799677 0.116436 0.11 -0.02 0.16
O -4.830393 -0.691769 -1.159962 0.19 -0.15 0.06
P 1.606109 0.530263 1.159171 0.87 0.78 0.28
C 3.157141 -1.644436 2.033616 0.06 -0.24 -0.27
C -2.720342 -2.226341 -0.189231 0.54 0.23 -0.18
C -0.278055 1.297069 -0.691698 -0.44 0.08 -0.18
I -1.841948 2.703652 -2.873856 0.24 -0.12 0.10
H 0.033691 0.816835 2.954850 -0.05 0.29 0.21
H 0.189085 3.272763 -1.334289 -0.30 0.08 -0.08
H 1.732214 1.087122 3.469214 0.02 0.26 0.14
C 2.596306 -0.986738 0.778951 -0.25 0.13 0.33
N 0.043840 0.312690 0.189063 -0.50 -0.48 0.15
S -3.941816 -0.041513 -2.047182 -0.73 0.58 0.65
```
Positions in Å, forces in eV/Å.

As for the SMILES: CCP(C)[n+]1c(Br)c(C)c(S(=O)(=O)F)c(I)c1CCF. The HOMO energy is -12.7 eV. The calculation puts the energy above the lowest of the compared OMol25 structures with the same formula, charge and spin at 12.52 kJ/mol. The value obtained for the calculated total energy is -120929.6121 eV. Its net charge is +1.

***

2.
This record from OMol25 describes C47H115AgF6N6O17 as an isolated structure. The level of theory is ωB97M-V/def2-TZVPD.

The geometry in XYZ format:
```
192
Properties=species:S:1:pos:R:3:forces:R:3
H 1.239866 1.611044 -7.673574 -0.24 0.21 0.33
C 5.490329 -2.306840 -3.744009 0.50 -0.51 1.28
H 9.742670 4.005207 -2.522360 0.16 -0.46 0.11
F 3.679600 -0.842836 5.085324 -3.40 1.80 2.16
N -8.274226 -1.634971 0.705539 -1.94 -0.57 0.73
H -6.397186 4.414758 -1.633896 0.57 0.15 0.40
F 5.192707 -1.155358 3.864300 2.37 -0.05 -2.71
C 4.245997 -2.933032 -3.113016 -0.05 -0.60 -1.20
O 3.206748 -2.825454 -4.088235 -0.27 -0.91 0.50
H -7.527628 -0.998147 0.944569 0.47 0.02 0.82
H -2.913763 6.884729 -3.450085 1.27 -0.31 0.14
H 3.724725 2.153525 -8.839284 -0.19 -0.02 0.71
H 10.441838 -0.260189 -6.088219 0.33 -0.31 0.52
H -0.355803 5.819469 5.197368 -0.12 -0.62 -0.21
H -7.709881 4.939463 -3.243887 0.15 -1.18 -0.27
H -0.159227 2.168813 9.348684 0.39 -0.52 0.65
H -4.062702 5.131787 -2.276032 0.17 -0.09 -0.39
N 10.584819 3.017728 -5.023200 -1.25 -0.45 -0.52
N 2.164706 1.273915 -7.447524 2.46 0.70 1.31
F 1.007603 -5.764809 -3.854945 -2.76 -0.18 0.64
H 11.009130 3.339061 -5.881577 0.10 -0.22 -0.82
H -1.171292 -5.738187 5.870748 0.28 0.25 0.46
O -9.270464 5.618229 -4.992436 1.66 -1.02 -0.32
H 1.808092 -3.355573 -2.680964 -0.27 0.23 0.52
H 6.317056 -2.518592 -3.065933 0.13 0.45 0.50
C 4.165072 5.244436 -7.271193 1.78 0.52 0.86
H 1.753375 3.973957 -6.511032 -0.26 -0.37 -0.57
H 2.114133 0.275552 -7.303247 -0.38 -0.49 0.63
H 7.168027 -5.815777 3.748277 0.13 0.14 0.03
H 5.428202 -1.229122 -3.894900 -0.09 -0.08 -0.25
H 12.219852 -0.378539 -8.459937 -0.46 -0.51 0.89
H 5.868943 -2.859620 -4.603761 -0.77 0.22 -0.50
O 3.656614 -3.608758 6.082089 1.75 1.99 -3.15
H 2.163721 1.532829 -9.395959 0.74 -0.44 -1.08
H -11.687801 -4.205915 0.520866 -0.28 -0.22 -0.33
H 3.470440 6.084346 -7.282546 -0.74 -0.57 0.32
O -9.828926 -4.318930 1.305502 1.85 2.50 1.75
N 0.138801 2.994403 8.849001 -1.53 -0.04 1.34
H 13.257945 0.683987 -7.381318 0.28 -0.29 -0.35
H 3.594518 -3.091490 4.084791 -0.07 0.19 -0.62
H -2.453602 -6.042400 4.955608 -0.51 0.03 -0.69
N -1.920861 -6.401374 5.734963 -0.22 -1.86 0.05
H -6.048568 -7.007556 3.919798 -1.17 -0.08 -0.06
H -2.603312 7.610752 -1.794755 -0.09 -0.42 0.28
C 5.676770 -4.359278 3.215266 -0.42 1.48 1.23
C -9.464503 -1.117748 2.933011 0.39 -1.76 1.85
C -11.023208 -4.883287 1.057129 -1.42 -1.10 0.60
C -1.074365 4.545873 7.221231 -1.15 0.50 2.37
C 4.729837 -1.585262 5.022915 1.05 -1.59 -0.26
H 0.849420 2.627755 8.232005 0.67 0.66 -0.57
O -4.519565 7.168259 -2.471226 -5.04 -1.98 2.15
H 12.310290 1.261580 -8.828649 1.14 -0.02 -0.24
H -1.440336 5.406825 7.780636 -0.19 0.35 0.25
C -1.212089 -7.737471 5.222000 -0.51 0.79 -0.26
C -9.629830 -1.181954 1.427725 0.97 -0.85 -0.20
H -1.196915 -9.019260 3.395098 0.37 -0.18 0.61
H -4.913688 -7.216278 7.213071 0.49 -0.75 0.84
H 7.101453 -5.306596 2.049054 -0.08 -0.46 -0.13
C -7.681216 6.797299 -3.787319 1.14 0.37 0.48
H 7.588560 1.305186 -2.039200 0.05 0.25 0.17
H 1.670437 2.483174 11.003010 -0.39 -0.05 0.60
H 0.663241 4.956616 9.374571 0.49 -0.08 0.31
C 7.029939 -4.964610 3.081544 0.71 -0.24 -0.61
C -1.576515 0.836510 1.485911 -2.08 -1.41 -1.21
H 4.830687 5.457680 -8.107608 -0.36 -0.73 -0.58
H -3.207368 8.516026 -3.144319 -0.47 0.25 0.25
C -9.956350 5.109735 -6.137876 -1.94 1.34 -0.03
H -8.418835 6.799500 -2.984819 -0.24 0.42 -0.31
H -6.270901 5.115089 -4.065670 0.08 -0.05 -0.40
H -7.584589 -3.405706 1.839467 -0.18 0.52 -0.07
H -8.026731 -1.842412 5.210255 0.09 0.20 0.79
H 6.779557 2.865628 -1.589832 -0.65 -0.20 -0.78
H 7.863864 -4.264258 3.128388 -0.13 0.15 0.65
O -4.850003 -6.697715 5.335375 1.98 -0.64 1.84
H -6.839678 6.127532 -1.387635 0.25 -0.11 0.46
H 2.352053 4.078455 11.357288 -0.59 0.41 0.02
H -0.966770 -1.141258 2.162903 0.19 -0.01 0.48
H 2.958320 3.860332 -5.317283 0.13 0.00 0.32
H -9.432100 -3.908750 -0.645271 0.28 0.21 -0.38
H -2.738189 -8.250421 1.222143 0.04 -0.34 0.28
H 8.327715 2.732768 -1.151612 0.96 -0.52 -0.31
C -0.306302 1.278948 0.758294 -0.18 0.24 1.40
C 3.022715 1.323621 -8.758415 -0.58 -0.53 1.02
H -8.356607 -1.456319 -0.285122 -0.52 -0.10 -0.49
H -0.158350 3.990336 10.653703 -0.14 0.36 -0.06
H -3.086599 -5.465223 7.223818 -0.31 -0.34 0.21
C -7.833665 -3.120977 0.817215 -0.87 -0.62 -1.23
H 3.777946 0.068618 -10.077131 0.70 -0.74 -0.38
H -0.794058 0.216252 3.443491 0.80 -0.35 -0.13
H 11.387873 2.922813 -4.418050 0.04 0.15 0.83
C -8.929413 -4.169089 0.286190 1.24 0.66 0.93
C 9.594881 4.172735 -4.645344 2.26 -0.77 -0.41
C 2.100656 -5.031408 -3.900784 -2.53 2.51 -1.49
C -1.170493 3.294183 8.135424 0.73 0.16 -2.20
H -10.896954 4.739627 -5.729952 -0.02 0.01 -0.04
H -3.750224 -6.881578 1.638770 0.57 0.43 0.08
H -1.271443 2.487283 7.409592 0.08 -0.43 0.30
O -8.911926 -2.350850 3.550810 -1.27 0.64 -2.08
H -6.981822 -7.264577 5.491756 0.30 0.70 0.39
H -1.804474 4.449270 6.417674 0.40 -0.32 -0.58
H 2.848369 -0.785263 -8.911243 0.37 -0.69 0.51
F 2.863176 -5.537063 -3.038478 3.24 -1.32 4.51
C 2.739316 1.967858 -6.165618 -0.52 0.68 -0.96
H 10.318025 4.985610 -4.579006 -0.42 0.47 -0.03
H -8.485847 -5.164336 0.257059 0.91 0.15 -1.05
H -6.961541 7.599344 -3.623318 -0.25 0.19 -0.35
H 0.486180 6.738070 6.324261 0.93 -0.04 0.14
C 9.977452 1.618077 -5.258122 1.04 0.27 0.09
H -2.357014 -7.077212 7.723887 -0.07 0.34 0.13
C 12.347213 0.588024 -7.972467 0.39 1.20 -1.14
O 11.298753 1.196537 -7.277724 -2.00 -0.24 2.83
H -6.952697 -3.114703 0.175371 0.07 -0.38 0.11
H -3.900547 -8.416407 6.326242 0.06 0.10 -0.32
C -8.335007 6.698328 -5.198651 -0.31 -1.54 1.53
H -10.207333 5.985157 -6.736819 -0.20 -0.02 -0.31
H 4.621539 -2.253637 -7.547185 -0.59 0.24 0.10
H 8.973295 4.313346 -5.529630 -0.27 -0.19 0.37
H 9.066399 1.785277 -5.832676 0.05 -0.25 0.24
H 2.195243 1.683783 -5.264852 -0.38 -0.33 -0.39
C -4.126122 -7.360196 6.473396 -1.56 2.82 0.10
H 4.303694 3.267283 11.034094 -0.08 -0.33 0.12
C 5.165787 -1.717168 -8.324421 0.85 -1.72 1.13
H 4.592939 4.347014 9.741798 0.02 -0.16 -0.62
C 10.970221 0.679411 -5.926772 0.05 1.14 -2.64
H 4.483426 -3.972281 -2.885663 0.10 -0.22 -0.28
H -1.140105 -8.376252 6.102261 0.21 -0.01 -0.19
H -10.443206 -1.055979 3.408842 -0.27 0.64 -0.40
H 5.032495 -2.305599 -9.232210 -0.27 0.73 -0.55
H 9.839334 1.162902 -4.277381 -0.69 0.42 -0.02
C 0.484120 5.739423 5.887456 -0.64 -0.77 0.48
C 0.635470 4.005854 9.906914 -0.59 -0.60 -0.03
H -7.542226 6.508772 -5.922295 -0.14 -0.23 -0.34
H 1.355200 5.330028 5.375878 0.13 0.92 0.03
H -2.728339 -9.095759 4.296891 -0.04 0.03 0.15
H 3.919366 -2.570207 -2.138459 0.11 0.83 0.03
H -4.302540 5.923880 -0.781316 -0.62 0.10 0.32
C -4.691672 5.883194 -1.798675 -0.08 0.72 -1.75
H -5.848633 -8.436403 4.856633 -0.01 -0.26 0.15
C 4.307034 -3.072615 4.909447 -1.03 -2.76 3.58
C 1.899167 3.461766 10.580952 0.13 -0.45 -1.09
H -8.799487 -3.373242 5.367529 -0.40 -0.15 -0.54
H -2.325590 -0.406175 3.107485 -0.23 -0.33 -0.41
H 11.892487 0.617887 -5.349055 0.02 -0.44 0.14
O 8.089529 2.888354 -3.286102 0.45 -1.15 0.83
C 4.225689 3.341980 9.949456 -0.99 -0.08 0.61
H 3.782995 1.712434 -5.982306 -0.10 -0.52 -0.62
H -8.950668 7.539205 -5.518026 0.56 0.59 0.36
F 2.610403 -5.331319 -5.019924 2.15 -0.44 -4.84
C -1.359958 -0.238536 2.630463 -0.36 1.50 -0.88
O 4.909747 -0.331439 -8.320955 -2.20 0.62 -1.01
H 0.265345 1.677793 1.596296 1.01 -0.35 -0.09
O -2.551303 0.321672 0.593303 0.70 0.34 0.26
O 0.247716 4.743223 6.923863 0.55 0.09 -1.45
C -2.887789 -6.504766 6.963161 0.01 -1.31 -2.66
H 4.961191 -5.132641 2.936068 -0.52 0.17 0.07
F 5.643162 -1.185545 5.933765 -0.50 -0.54 0.33
H 6.195261 -1.910070 -8.022630 0.20 0.57 -0.18
O 0.918286 -2.792170 -4.523154 2.44 -2.53 1.97
N -6.873409 5.495502 -3.349864 -0.35 1.07 0.50
H -9.922424 -0.208096 1.035173 0.46 0.14 0.05
C -6.170935 5.444327 -1.911202 -1.04 1.16 -1.01
H -9.740947 -1.866517 5.515558 -0.56 -0.06 -0.64
C 1.937894 -3.489633 -3.754873 -2.14 3.18 -1.63
C -3.252675 -7.760460 2.048794 -0.40 0.39 0.64
H -4.111438 -8.293376 2.456997 0.21 -0.79 -0.09
O 2.813516 3.208184 9.557363 1.65 0.29 -0.51
C -1.891932 -8.455251 4.017131 -1.12 2.24 -1.25
H 4.884075 5.320813 -6.455537 -0.25 0.78 0.58
C 2.701879 3.477872 -6.305240 1.82 1.24 -0.07
H -0.241806 -7.359217 4.900153 0.04 -0.29 0.19
C 3.661316 -0.064824 -9.001640 0.05 1.73 -0.73
H 4.801875 2.521152 9.522440 -0.12 0.36 -0.28
H 0.154818 0.445813 0.227868 0.17 0.23 0.05
H -11.361539 -5.022735 2.083870 -0.91 -0.39 -0.33
H 5.621043 -3.481225 2.571817 -0.31 -0.15 -0.55
O -2.388829 -7.363256 3.122495 0.40 -0.68 1.01
C 7.685823 2.388122 -1.962331 0.16 1.09 -0.35
C -3.267266 7.543093 -2.656555 3.51 0.83 -2.00
C 8.987432 3.986208 -3.308087 -2.18 0.09 0.72
H 8.308884 4.813947 -3.101888 0.55 0.89 -0.10
H -10.871240 -5.851245 0.579567 -0.56 -0.16 -0.30
C -6.042463 -7.367727 4.948551 1.22 -0.63 -1.57
H -2.056749 3.241983 8.767819 0.47 0.33 0.41
Ag -2.649279 0.270865 -3.654997 0.35 -0.27 0.57
H -9.642767 4.341497 -6.844683 1.42 -0.13 0.61
H -10.436767 -1.849396 1.125270 0.52 -0.42 0.01
O 5.476097 -3.865754 4.556113 0.15 -0.07 -0.04
H -0.443409 2.177441 0.156618 -0.45 -0.35 -0.51
H -2.014708 1.717430 1.955044 0.08 0.56 0.44
C -8.947532 -2.371376 4.964461 1.86 0.82 0.54
O 3.769976 3.896792 -7.220322 -2.01 -1.25 -0.52
H -8.854346 -0.273205 3.253262 0.10 0.17 -0.09
```
Positions in Å, forces in eV/Å.

The HOMO energy is -9.5 eV. The value obtained for the calculated total energy is -114597.4253 eV. Its net charge is +4.

***

In order of appearance, E_LUMO = -5.0 -8.3 eV.